Record 1
DFT (ωB97M-V with the def2-TZVPD basis set) results for a structure of composition C3H4KLiO3.

```
12
Properties=species:S:1:pos:R:3:forces:R:3:lowdin_charge:R:1
O -0.6364 0.7130 2.1487 -4.2 0.5 -0.2 -0.007
C -1.2983 0.7726 1.0591 3.4 3.2 1.0 -0.705
C 0.8257 -0.3127 1.5666 3.7 -4.8 0.3 -0.194
O -1.7475 1.8262 0.5072 -0.1 -0.8 0.0 -0.122
O -0.9211 -0.1703 0.1614 -2.6 -2.1 -2.2 -0.160
C -0.1462 -1.1642 0.7315 -0.8 -0.7 4.0 -0.261
H 1.5598 -1.0491 1.9102 0.0 -1.4 0.3 0.046
H 1.4232 0.4209 2.1145 -1.1 1.6 -0.9 0.082
H 0.2042 -2.0042 0.1260 0.4 1.2 -0.8 0.099
K 1.1688 1.0527 -0.7338 1.8 -1.0 -0.5 0.627
Li -0.4312 2.5505 -0.7491 -2.3 1.3 0.4 0.382
H -0.9102 -2.1394 1.5104 1.6 3.1 -1.5 0.214
```
Forces are in eV/Å.

orbital gap (alpha / beta) = 6.91 / 4.56 eV
LUMO (alpha / beta) = -0.0103 / -0.0118 Eh
HOMO (alpha / beta) = -7.19 / -4.88 eV
max |F| = 0.1179 hartree/bohr
energy relative to the best compared isomer or geometry (same formula, charge and spin) = 134.9 kcal per mole
charge = 0

Record 2
DFT (ωB97M-V with the def2-TZVPD basis set) results for a cluster of 8 separate species, C41H81BBr2N2O19P in total.

```
147
Properties=species:S:1:pos:R:3:forces:R:3:lowdin_charge:R:1
C -0.7432 3.7935 -1.5486 -0.2 -0.5 0.7 -0.073
C -0.8243 2.5728 -0.9069 0.6 0.6 -0.2 -0.280
C 0.0109 1.4142 -1.2295 0.4 0.1 1.5 -0.247
P -0.5211 0.7276 -3.0254 0.9 0.9 -0.9 0.593
C 1.2688 0.3408 -3.5382 0.1 -0.6 0.3 -0.296
C 2.1060 -0.5729 -2.6287 0.5 -0.1 -0.2 -0.293
C 3.5986 -0.1945 -2.6057 -0.4 0.4 0.3 -0.277
C 3.8476 0.9898 -1.6669 0.2 -0.2 -0.1 -0.133
O -2.1873 1.0089 -2.5680 0.1 -0.4 -0.2 -0.308
C -2.8585 -0.0779 -1.9919 -0.1 1.3 -0.5 -0.306
C -4.2124 -0.0389 -2.7046 -0.2 -0.7 -0.3 -0.190
O -5.0210 1.0761 -2.3181 0.3 0.5 0.2 -0.112
N -5.5264 0.9026 -1.0032 0.3 -0.7 -0.1 -0.038
O -5.2106 1.7837 -0.3132 -0.3 0.4 0.0 0.072
C -2.0093 -1.3715 -2.2439 1.5 -0.3 -0.3 -0.354
B -2.3161 -2.2833 -3.5628 -0.2 0.0 0.1 -0.541
N -1.2597 -2.6257 -4.4882 -0.7 -0.1 0.2 0.203
O -3.6046 -2.8071 -3.8067 0.1 0.5 -0.4 0.077
C -1.8614 -2.3357 -1.0389 -0.7 0.2 -0.1 -0.558
Br -0.0704 -2.7555 -0.5590 0.1 -0.1 0.0 0.900
C -2.7804 -2.9461 -0.2909 0.3 0.0 0.0 -0.735
C -2.5147 -3.9088 0.8308 -0.4 -0.3 -0.4 -0.201
Br -4.6367 -2.6395 -0.5709 -0.1 0.1 0.0 0.826
O -0.6940 -0.8993 -2.4809 -0.4 0.2 0.4 -0.394
H -1.6116 4.1441 -2.1005 -0.4 0.9 1.2 0.028
H 0.1555 4.3977 -1.4950 0.5 -0.6 -1.5 0.019
H -1.5484 2.4333 -0.1000 -1.3 -0.6 -1.2 0.080
H 1.0828 1.6398 -1.2553 0.0 0.0 -0.3 0.064
H -0.1872 0.6326 -0.4844 0.4 -0.1 0.0 0.063
H -0.3769 2.0974 -3.4681 -0.4 0.1 0.3 0.018
H -0.9722 0.3939 -4.3660 -0.2 -0.2 0.1 0.020
H 1.8210 1.2704 -3.7089 -0.2 0.2 0.1 0.067
H 1.1925 -0.1654 -4.5042 0.0 0.1 -0.1 0.064
H 2.0316 -1.6021 -2.9866 -0.2 0.0 0.1 0.091
H 1.7581 -0.5693 -1.5942 -0.2 0.0 0.0 0.056
H 4.1959 -1.0450 -2.2655 0.1 0.0 -0.2 0.091
H 3.9028 0.1067 -3.6121 0.2 -0.3 -0.1 0.097
H 3.3617 1.8851 -2.0537 0.0 0.1 0.1 0.062
H 3.4522 0.7649 -0.6742 -0.1 0.1 0.0 0.066
H 4.9146 1.1940 -1.5431 0.0 0.1 -0.1 0.055
H -2.9238 0.2019 -0.9310 -0.3 -0.8 0.2 0.145
H -3.9632 0.1535 -3.7497 -0.1 0.1 0.0 0.135
H -4.7750 -0.9678 -2.6629 -0.2 0.1 0.4 0.051
H -1.6923 -2.7961 -5.3934 0.2 -0.4 0.1 0.042
H -0.8078 -3.4890 -4.2033 0.6 0.3 -0.1 0.083
H -4.1659 -2.1821 -4.2753 -0.2 -0.1 0.2 0.085
H -1.7320 -4.6074 0.5412 0.2 0.2 0.2 0.039
H -2.2364 -3.3993 1.7510 0.1 0.0 0.0 0.078
H -3.4104 -4.5049 0.9971 -0.1 0.1 0.2 0.045
O 0.1188 -4.5876 2.4881 -0.1 -0.2 0.1 0.085
C 0.7819 -4.3006 3.4432 0.2 0.3 -0.1 -0.512
O 0.1551 -4.1218 4.6316 -0.1 -0.2 0.1 -0.003
C 0.8621 -3.9437 5.8588 0.1 0.1 0.1 -0.239
C 1.2572 -2.4993 6.0782 -0.1 0.1 -0.1 -0.068
C 2.2651 -4.0403 3.3421 0.1 -0.4 0.1 0.015
H 1.7237 -4.6113 5.9145 0.0 0.0 -0.1 0.113
H 0.1648 -4.2665 6.6320 -0.1 0.0 -0.1 0.118
H 1.9488 -2.1589 5.3113 0.1 0.0 0.1 0.053
H 1.7414 -2.3753 7.0479 0.0 0.0 0.0 0.076
H 0.3724 -1.8611 6.0372 0.0 0.0 0.1 0.082
H 2.4173 -3.0045 3.0421 0.0 0.0 0.0 0.099
H 2.6637 -4.6903 2.5673 -0.1 0.1 -0.1 0.092
H 2.8234 -4.2230 4.2554 0.0 0.2 0.0 0.059
O 4.4087 -2.1850 5.0569 0.1 -0.1 0.0 0.081
C 4.9357 -1.1657 5.4241 -0.1 0.2 -0.2 -0.519
O 4.5235 -0.6242 6.5799 -0.1 -0.1 0.3 -0.008
C 5.1958 0.4811 7.2152 0.2 0.2 0.1 -0.222
C 4.7229 1.8123 6.6805 0.0 0.0 -0.3 -0.054
C 5.9674 -0.4480 4.5899 0.3 -0.1 0.2 0.025
H 6.2793 0.3614 7.1511 -0.4 0.1 -0.1 0.072
H 4.9257 0.3997 8.2687 -0.1 -0.1 0.0 0.121
H 4.9614 1.9355 5.6229 0.1 0.0 0.0 0.074
H 5.1883 2.6267 7.2342 0.0 0.0 0.0 0.090
H 3.6443 1.8979 6.7861 0.0 0.1 0.1 0.053
H 5.4497 0.1891 3.8733 0.0 0.0 0.0 0.101
H 6.5374 -1.1953 4.0434 -0.1 0.0 -0.1 0.092
H 6.6667 0.1502 5.1680 -0.1 0.1 0.0 0.063
O 2.6788 2.3758 9.1755 0.0 0.0 0.0 0.103
C 1.5797 1.8986 9.0978 0.0 -0.2 0.0 -0.515
O 0.6036 2.4072 9.8785 0.0 0.2 0.0 -0.002
C -0.7730 2.0453 9.7346 -0.2 -0.1 0.0 -0.237
C -1.1160 0.7867 10.5040 0.1 -0.1 0.0 -0.066
C 1.2798 0.7020 8.2227 -0.1 0.2 -0.2 0.017
H -1.0441 1.9693 8.6812 0.0 0.0 0.0 0.115
H -1.3267 2.8905 10.1398 0.1 0.0 0.0 0.122
H -0.5675 -0.0761 10.1261 0.0 0.0 -0.1 0.067
H -2.1827 0.5750 10.4280 0.0 0.0 0.0 0.081
H -0.8546 0.9075 11.5553 0.0 0.0 0.0 0.081
H 1.5279 -0.2036 8.7756 0.0 0.0 0.0 0.098
H 1.9129 0.7499 7.3412 0.1 -0.1 0.1 0.074
H 0.2491 0.6422 7.8840 0.0 -0.1 0.1 0.073
O -0.5343 5.1069 -6.7520 0.0 0.1 -0.1 0.097
C -1.6246 4.6176 -6.8654 0.0 -0.3 0.1 -0.530
O -2.6327 5.0919 -6.1124 0.0 0.2 0.1 0.004
C -4.0074 4.7495 -6.3415 0.0 -0.3 0.1 -0.248
C -4.4181 3.4531 -5.6744 0.2 -0.1 0.1 -0.050
C -1.8760 3.4367 -7.7746 -0.1 0.1 -0.2 0.014
H -4.2235 4.7437 -7.4045 0.0 0.0 0.0 0.086
H -4.5704 5.5767 -5.9124 0.1 0.1 0.0 0.112
H -3.8666 2.6051 -6.0810 0.0 0.0 0.0 0.069
H -5.4843 3.2786 -5.8269 0.0 0.0 0.0 0.080
H -4.2128 3.4801 -4.6037 0.0 0.0 0.0 0.087
H -1.6290 2.5262 -7.2282 0.0 0.0 0.0 0.098
H -1.2114 3.5249 -8.6304 0.1 0.0 0.1 0.085
H -2.8955 3.3694 -8.1463 0.0 -0.1 0.1 0.068
O -2.4725 -3.7993 -7.1214 -0.1 0.0 -0.2 0.109
C -2.5914 -4.9685 -6.8830 0.0 -0.1 -0.1 -0.515
O -1.8118 -5.5125 -5.9302 0.1 0.1 0.1 -0.001
C -1.9986 -6.8340 -5.4247 0.0 -0.2 0.0 -0.232
C -1.2967 -7.8735 -6.2746 0.0 0.1 -0.1 -0.066
C -3.5300 -5.8523 -7.6719 -0.3 0.0 0.2 0.015
H -3.0599 -7.0525 -5.2980 0.0 0.0 0.0 0.115
H -1.5636 -6.8142 -4.4270 0.0 0.1 0.0 0.127
H -1.7049 -7.9084 -7.2852 0.0 0.0 0.0 0.065
H -1.4013 -8.8626 -5.8273 0.0 0.0 0.0 0.079
H -0.2366 -7.6346 -6.3572 0.0 0.0 0.1 0.084
H -3.0167 -6.1877 -8.5725 0.0 0.0 0.0 0.094
H -4.3889 -5.2523 -7.9603 0.1 0.1 -0.1 0.090
H -3.8956 -6.7170 -7.1239 0.1 -0.1 0.0 0.069
O -5.9838 5.9278 -8.1770 -0.2 0.0 -0.2 0.102
C -6.6765 6.8486 -7.8487 0.1 0.2 -0.1 -0.513
O -7.9976 6.6334 -7.6704 0.0 -0.1 0.1 0.001
C -8.8714 7.6076 -7.0979 -0.1 0.1 0.0 -0.240
C -9.3938 8.5832 -8.1323 0.1 0.0 -0.1 -0.067
C -6.1206 8.2464 -7.7043 0.0 0.0 0.4 0.019
H -8.3895 8.1148 -6.2612 0.0 0.0 0.0 0.113
H -9.6961 7.0318 -6.6811 0.0 -0.1 0.0 0.122
H -8.5872 9.1675 -8.5754 0.0 0.0 0.0 0.066
H -10.1074 9.2716 -7.6786 0.0 0.0 0.0 0.080
H -9.8892 8.0433 -8.9391 0.0 0.0 0.0 0.082
H -6.1182 8.7223 -8.6843 0.0 0.0 0.0 0.095
H -5.0950 8.1622 -7.3535 0.0 -0.1 -0.1 0.093
H -6.6623 8.8744 -7.0019 -0.1 0.0 -0.1 0.070
O 8.2685 0.1261 7.1968 0.4 0.0 0.0 0.085
C 8.7585 -0.8482 7.7031 -0.2 -0.2 0.0 -0.508
O 9.8663 -1.3690 7.1514 0.2 0.1 0.0 0.010
C 10.6256 -2.4158 7.7643 0.0 -0.2 0.0 -0.235
C 10.0792 -3.7868 7.4261 -0.1 0.0 0.0 -0.062
C 8.1076 -1.5391 8.8780 0.2 0.2 0.2 0.022
H 10.7028 -2.2562 8.8406 -0.1 0.0 0.0 0.112
H 11.6294 -2.3047 7.3584 0.0 0.1 -0.1 0.123
H 9.0682 -3.9228 7.8103 0.0 0.0 0.1 0.069
H 10.7154 -4.5632 7.8514 0.0 0.0 0.0 0.081
H 10.0387 -3.9177 6.3452 0.1 0.0 0.0 0.085
H 7.3507 -2.2263 8.4995 0.0 0.0 0.0 0.100
H 7.6188 -0.7816 9.4852 -0.1 0.0 -0.1 0.094
H 8.7989 -2.0829 9.5162 0.0 -0.1 -0.1 0.070
```
Forces are in eV/Å.

orbital gap = 4.60 eV
LUMO = 0.0552 Eh
HOMO = -3.10 eV
max |F| = 0.0360 hartree/bohr
charge = -1

Record 3
DFT (ωB97M-V with the def2-TZVPD basis set) results for an isolated molecule of C3H5NO2.

```
11
Properties=species:S:1:pos:R:3:forces:R:3:lowdin_charge:R:1
H 0.1759 2.0943 -0.4946 -0.1 0.0 0.0 0.076
N -0.6377 1.5693 -0.1746 0.2 -0.4 0.1 0.192
C -0.3250 0.4266 0.2374 -0.3 0.3 0.0 -0.457
C -1.2970 -0.5817 0.7553 0.0 0.0 0.0 -0.012
O 1.0051 -0.0422 0.3294 0.0 0.0 -0.1 0.023
C 1.6950 -0.2558 -0.8131 -0.1 0.1 -0.5 -0.326
O 1.2833 -0.0927 -1.9272 0.2 -0.1 0.6 0.091
H -1.0093 -0.9097 1.7594 0.0 0.1 -0.2 0.088
H -1.2994 -1.4606 0.1016 0.0 0.1 0.1 0.092
H -2.2938 -0.1406 0.7756 0.1 -0.1 0.0 0.086
H 2.7029 -0.6069 -0.5492 -0.1 0.0 -0.1 0.147
```
Forces are in eV/Å.

orbital gap = 11.63 eV
LUMO = 0.0309 Eh
HOMO = -10.79 eV
max |F| = 0.0126 hartree/bohr
energy relative to the best compared isomer or geometry (same formula, charge and spin) = 19.7 kcal per mole
charge = 0
SMILES string = [H]/N=C(/C)OC=O

| no. | electronic energy (hartree) |
| --- | --- |
| 1 | -949.63435 |
| 2 | -8663.99546 |
| 3 | -322.54289 |